[1]
Density functional theory data (wB97M-V/def2-TZVPD) for an isolated molecule of C4H7NO.

The geometry in XYZ format:
```
13
C4H7NO (wB97M-V/def2-TZVPD)
O 2.474 -0.207 1.744
C 2.025 0.035 0.644
C 0.589 0.531 0.541
N -0.168 0.381 -0.692
C -0.849 -0.889 -0.882
C -1.624 0.317 -0.515
H 2.690 -0.068 -0.235
H 0.630 1.602 0.774
H 0.113 0.036 1.397
H -0.730 -1.649 -0.111
H -0.865 -1.260 -1.904
H -2.239 0.826 -1.256
H -2.047 0.344 0.493
```

Properties
charge	0
relative energy (zero: lowest compared OMol25 entry of this formula, charge and spin)	58.33	kcal per mole
E_tot	-286.53869	Eh
gap between HOMO and LUMO	10.784	eV
structure (SMILES)	O=CCN1CC1
spin multiplicity	1

How is the electron density shared among the atoms? According to natural (NBO), the charges in e are: -0.519, 0.427, -0.336, -0.397, -0.263, -0.257, 0.126, 0.229, 0.193, 0.191, 0.206, 0.207, 0.193

---

[2]
Density functional theory data (wB97M-V/def2-TZVPD) for a structure of composition C5H7FeO3.

The geometry in XYZ format:
```
16
C5H7FeO3 (wB97M-V/def2-TZVPD)
O 1.024 -0.194 0.928
C 2.262 -0.082 0.343
O 2.481 -0.566 -0.785
Fe 4.271 0.168 -0.554
O 3.122 0.535 0.999
C 0.052 -0.828 0.301
H 0.296 -1.370 -0.615
H -1.712 -1.815 1.010
C -1.286 -0.812 0.907
H -1.369 -0.164 1.783
C -1.592 -0.156 -0.393
C -1.390 1.275 -0.649
H -2.123 -0.758 -1.134
H -1.070 1.734 0.302
H -0.644 1.264 -1.487
H -2.322 1.770 -0.957
```

Properties
charge	+3
<S²>	12.017
E_tot	-1682.61394	Eh
gap between HOMO and LUMO (spin up / spin down)	4.892 / 4.561	eV
spin multiplicity	7

How is the electron density shared among the atoms? According to natural (NBO), the charges in e are: -0.372, 0.935, -0.539, 2.111, -0.445, 0.265, 0.254, 0.332, -0.515, 0.316, 0.219, -0.714, 0.280, 0.249, 0.276, 0.349

---

[3]
Density functional theory data (wB97M-V/def2-TZVPD) for an isolated molecule of C8H11N3O3.

The geometry in XYZ format:
```
25
C8H11N3O3 (wB97M-V/def2-TZVPD)
C 2.435 -1.705 0.183
C 0.197 -1.902 0.444
C 2.374 -0.299 -0.282
C -3.515 0.357 -0.571
C -3.076 0.407 0.842
C -0.077 -0.472 0.268
C 1.053 0.373 -0.480
C -2.111 0.724 -0.233
N 1.310 -2.479 0.463
N 3.463 0.237 -0.943
N 1.226 1.669 0.280
O 1.903 2.529 -0.227
O 0.940 1.646 1.447
O -1.289 -0.396 -0.480
H 3.312 -2.226 0.415
H -0.559 -2.637 0.580
H -3.642 -0.597 -0.921
H -4.123 1.095 -1.122
H -3.586 1.284 1.297
H -3.126 -0.562 1.466
H -0.319 -0.086 1.221
H 0.921 0.657 -1.480
H -1.764 1.797 -0.434
H 4.162 -0.491 -1.130
H 3.890 1.077 -0.604
```

Properties
charge	0
relative energy (zero: lowest compared OMol25 entry of this formula, charge and spin)	129.95	kcal per mole
E_tot	-701.19524	Eh
gap between HOMO and LUMO	8.199	eV
structure (SMILES)	NC1=CN=C[C@H](OC2CC2)[C@H]1[N+](=O)[O-]
spin multiplicity	1

How is the electron density shared among the atoms? According to natural (NBO), the charges in e are: -0.089, 0.110, 0.148, -0.427, -0.457, 0.006, -0.174, 0.059, -0.408, -0.810, 0.540, -0.382, -0.371, -0.518, 0.200, 0.199, 0.220, 0.216, 0.219, 0.240, 0.250, 0.250, 0.203, 0.385, 0.392

---

[4]
Density functional theory data (wB97M-V/def2-TZVPD) for a cluster of 2 separate species, BrHOS in total.

The geometry in XYZ format:
```
4
BrHOS (wB97M-V/def2-TZVPD)
O 2.238 0.103 0.207
S 3.604 0.526 -0.227
Br -2.537 0.266 -0.117
H -3.305 -0.894 0.136
```

Properties
charge	0
relative energy (zero: lowest compared OMol25 entry of this formula, charge and spin)	23.41	kcal per mole
E_tot	-3047.96759	Eh
gap between HOMO and LUMO (spin up / spin down)	7.798 / 7.800	eV
structure (SMILES)	O=S.Br
spin multiplicity	1

How is the electron density shared among the atoms? According to natural (NBO), the charges in e are: -0.661, 0.662, -0.199, 0.199

---

[5]
Density functional theory data (wB97M-V/def2-TZVPD) for a cluster of 2 separate species, C2H9NS2 in total.

The geometry in XYZ format:
```
14
C2H9NS2 (wB97M-V/def2-TZVPD)
C 1.355 -0.149 3.490
N 0.260 0.204 2.569
H 1.811 -1.101 3.197
H 1.007 -0.276 4.513
H 2.113 0.629 3.514
H 0.626 0.261 1.626
H -0.378 -0.579 2.512
C -0.357 -1.675 -0.722
S -0.159 -0.406 -1.965
S -0.409 1.374 -0.968
H 0.638 -2.028 -0.443
H -0.910 -2.465 -1.243
H -0.932 -1.393 0.156
H -1.749 1.335 -0.764
```

Properties
charge	+1
relative energy (zero: lowest compared OMol25 entry of this formula, charge and spin)	5.62	kcal per mole
<S²>	0.755
E_tot	-932.37069	Eh
gap between HOMO and LUMO (spin up / spin down)	7.509 / 3.607	eV
spin multiplicity	2

How is the electron density shared among the atoms? According to natural (NBO), the charges in e are: -0.417, -0.817, 0.169, 0.211, 0.205, 0.318, 0.338, -0.807, 0.616, 0.140, 0.294, 0.279, 0.273, 0.195

---

[6]
Density functional theory data (wB97M-V/def2-TZVPD) for an isolated molecule of CHN3O4S.

The geometry in XYZ format:
```
10
CHN3O4S (wB97M-V/def2-TZVPD)
C 0.989 1.611 0.029
N 1.249 2.709 -0.045
N 0.697 0.336 0.038
N -1.387 -1.078 -0.195
O -2.253 -1.755 0.219
O -0.826 -1.044 -1.263
O -1.232 0.922 1.654
O 1.773 -0.502 -0.397
S -0.488 -0.197 1.275
H 1.480 -1.003 -1.315
```

Properties
charge	0
relative energy (zero: lowest compared OMol25 entry of this formula, charge and spin)	36.59	kcal per mole
E_tot	-901.86800	Eh
gap between HOMO and LUMO	9.331	eV
spin multiplicity	1

How is the electron density shared among the atoms? According to natural (NBO), the charges in e are: 0.358, -0.295, -0.398, 0.381, -0.320, -0.366, -0.833, -0.518, 1.488, 0.503

---

[7]
Density functional theory data (wB97M-V/def2-TZVPD) for a structure of composition C24H70N2Na3O14P.

The geometry in XYZ format:
```
114
C24H70N2Na3O14P (wB97M-V/def2-TZVPD)
Na 6.119 -12.222 -26.835
Na 4.415 -8.723 -24.003
Na 7.394 -12.100 -22.189
P 5.777 -11.111 -24.212
O 6.516 -12.459 -24.400
O 5.302 -10.941 -22.754
O 4.602 -11.087 -25.216
O 6.655 -9.884 -24.545
C 2.564 -15.352 -26.917
C 2.941 -13.888 -26.929
C 1.768 -12.982 -26.565
O 0.865 -12.914 -27.634
C -0.189 -12.007 -27.394
N 4.068 -13.662 -26.023
H 3.353 -15.984 -27.327
H 1.670 -15.563 -27.510
H 2.337 -15.668 -25.894
H 3.266 -13.589 -27.934
H 2.165 -12.002 -26.265
H 1.288 -13.405 -25.661
H -0.970 -12.196 -28.128
H 0.140 -10.963 -27.482
H -0.610 -12.127 -26.386
H 4.111 -12.714 -25.623
H 4.036 -14.245 -25.193
C 0.289 -9.961 -22.124
C 0.888 -10.306 -23.476
C 0.266 -9.556 -24.621
O -1.075 -10.001 -24.749
C -1.799 -9.286 -25.704
N 2.348 -10.091 -23.505
H 0.635 -10.659 -21.360
H -0.795 -10.049 -22.194
H 0.568 -8.947 -21.831
H 0.699 -11.374 -23.680
H 0.810 -9.722 -25.561
H 0.280 -8.472 -24.417
H -1.553 -9.597 -26.729
H -1.618 -8.201 -25.650
H -2.860 -9.442 -25.515
H 2.778 -10.644 -22.768
H 2.700 -10.496 -24.370
C 9.188 -8.508 -20.751
C 8.016 -9.075 -21.513
O 8.475 -9.907 -22.561
H 9.869 -9.279 -20.382
H 8.860 -7.876 -19.926
H 9.801 -7.878 -21.405
H 7.403 -8.253 -21.901
H 7.319 -9.593 -20.839
H 7.859 -9.848 -23.331
C 3.005 -8.702 -19.529
C 4.429 -9.136 -19.738
O 4.849 -8.918 -21.088
H 2.314 -9.440 -19.954
H 2.792 -7.746 -20.003
H 2.737 -8.664 -18.471
H 4.567 -10.192 -19.489
H 5.095 -8.561 -19.084
H 4.915 -9.772 -21.552
C 9.523 -8.836 -27.130
C 8.126 -9.144 -27.643
O 7.540 -10.267 -27.005
H 9.510 -8.618 -26.059
H 9.871 -7.913 -27.605
H 10.213 -9.648 -27.347
H 8.150 -9.312 -28.724
H 7.486 -8.256 -27.537
H 7.177 -9.963 -26.139
C 6.689 -4.948 -24.540
C 7.284 -6.325 -24.338
O 6.312 -7.287 -24.735
H 6.238 -4.862 -25.526
H 7.455 -4.172 -24.471
H 5.981 -4.755 -23.734
H 7.515 -6.427 -23.272
H 8.206 -6.435 -24.917
H 6.674 -8.198 -24.635
C 6.306 -17.134 -23.141
C 6.006 -15.841 -23.856
O 6.562 -14.771 -23.110
H 5.841 -17.187 -22.155
H 7.384 -17.250 -23.027
H 5.940 -17.994 -23.710
H 4.921 -15.692 -23.916
H 6.435 -15.902 -24.861
H 6.432 -13.959 -23.649
C 2.821 -13.559 -22.133
C 3.972 -13.914 -21.207
O 4.747 -12.776 -20.876
H 2.126 -14.384 -22.301
H 3.178 -13.240 -23.121
H 2.269 -12.711 -21.716
H 4.615 -14.695 -21.622
H 3.549 -14.304 -20.276
H 4.818 -12.169 -21.639
C 3.267 -7.734 -28.332
C 4.044 -8.848 -27.672
O 3.198 -9.499 -26.732
H 2.407 -8.136 -28.873
H 3.882 -7.143 -29.008
H 2.857 -7.072 -27.564
H 4.903 -8.400 -27.148
H 4.431 -9.542 -28.430
H 3.784 -10.103 -26.217
C 11.141 -12.083 -25.715
C 9.865 -11.969 -24.919
O 9.018 -13.060 -25.200
H 11.765 -12.921 -25.405
H 11.714 -11.161 -25.585
H 10.908 -12.179 -26.777
H 9.386 -11.012 -25.165
H 10.093 -11.908 -23.842
H 8.121 -12.850 -24.879
```

Properties
charge	0
E_tot	-2947.88370	Eh
gap between HOMO and LUMO	9.328	eV
spin multiplicity	1

Löwdin population analysis, charges in e, atoms 1 to 99: 0.540, 0.445, 0.554, 0.101, -0.353, -0.339, -0.371, -0.345, -0.053, -0.416, -0.215, -0.160, -0.103, 0.053, 0.079, 0.083, 0.082, 0.138, 0.109, 0.136, 0.091, 0.078, 0.089, 0.012, 0.050, -0.042, -0.419, -0.204, -0.191, -0.119, 0.074, 0.067, 0.081, 0.082, 0.138, 0.109, 0.136, 0.077, 0.091, 0.091, 0.060, 0.037, -0.072, -0.321, -0.110, 0.076, 0.078, 0.078, 0.104, 0.105, 0.032, -0.082, -0.302, -0.112, 0.056, 0.078, 0.076, 0.113, 0.110, 0.012, -0.071, -0.298, -0.123, 0.072, 0.079, 0.068, 0.114, 0.109, 0.028, -0.078, -0.299, -0.115, 0.077, 0.077, 0.076, 0.105, 0.112, 0.029, -0.084, -0.328, -0.106, 0.072, 0.078, 0.076, 0.096, 0.120, 0.018, -0.069, -0.298, -0.096, 0.080, 0.061, 0.068, 0.088, 0.113, 0.011, -0.080, -0.319, -0.114

---

[8]
Density functional theory data (wB97M-V/def2-TZVPD) for a cluster of 2 separate species, C2H6O2 in total.

The geometry in XYZ format:
```
10
C2H6O2 (wB97M-V/def2-TZVPD)
C -3.149 2.713 -1.287
H -3.663 3.724 -1.351
H -2.150 2.623 -1.792
H -3.957 2.337 -1.752
H -3.154 2.443 -0.155
O 4.378 -3.616 1.838
C 3.331 -3.027 1.636
O 2.941 -2.799 0.268
H 2.546 -2.578 2.376
H 2.877 -1.820 0.220
```

Properties
charge	0
relative energy (zero: lowest compared OMol25 entry of this formula, charge and spin)	32.48	kcal per mole
E_tot	-230.22886	Eh
gap between HOMO and LUMO	11.850	eV
structure (SMILES)	O=CO.C
spin multiplicity	1

How is the electron density shared among the atoms? According to natural (NBO), the charges in e are: -0.866, 0.216, 0.224, 0.212, 0.214, -0.508, 0.628, -0.726, 0.127, 0.479